[1]
C32H54Br14F9IN2O6PS | ωB97M-V with the def2-TZVPD basis set

```
120
Properties=species:S:1:pos:R:3:lowdin_charge:R:1
C 7.09 3.43 -0.63 -0.087
C 6.33 4.65 -1.21 -0.205
C 5.91 4.52 -2.67 -0.208
O 4.61 3.96 -2.86 -0.163
C 4.67 2.56 -2.79 -0.187
C 3.37 1.97 -3.23 -0.204
C 2.62 2.21 -4.30 -0.614
I 3.03 3.58 -5.80 1.092
N 1.50 1.41 -4.26 -0.012
C 0.40 1.35 -5.24 -0.118
C -0.83 0.69 -4.64 -0.200
C -0.82 -0.84 -4.79 -0.189
P -1.97 -1.56 -3.60 0.448
O -3.33 -1.16 -3.91 -0.225
O -1.84 -3.15 -3.74 -0.176
C -0.58 -3.71 -3.35 -0.273
C -0.66 -5.23 -3.23 -0.067
O -1.44 -1.13 -2.17 -0.218
C -2.08 -1.82 -1.06 -0.222
C -1.07 -2.05 0.07 -0.082
C 1.54 0.68 -3.18 -0.033
N 2.66 1.01 -2.52 -0.035
S 2.94 0.23 -1.03 0.780
O 2.42 -1.08 -1.18 -0.196
O 4.28 0.28 -0.61 -0.177
C 1.79 1.04 0.19 -0.460
F 1.95 0.32 1.29 0.164
F 0.53 0.88 -0.22 0.150
C 2.16 2.52 0.51 -0.363
F 2.87 3.00 -0.55 0.137
F 2.98 2.54 1.55 0.196
C 0.97 3.49 0.70 -0.352
F 1.50 4.70 0.90 0.184
F 0.25 3.56 -0.42 0.176
C 0.01 3.16 1.90 -0.552
F 0.63 2.47 2.86 0.162
F -1.05 2.50 1.47 0.163
F -0.40 4.31 2.43 0.199
H 7.21 2.63 -1.35 0.065
H 8.06 3.69 -0.22 0.072
H 6.50 3.02 0.19 0.066
H 5.49 4.94 -0.58 0.109
H 7.02 5.49 -1.17 0.108
H 5.86 5.52 -3.09 0.125
H 6.70 4.00 -3.22 0.129
H 5.48 2.13 -3.40 0.152
H 4.83 2.26 -1.76 0.098
H 0.76 0.79 -6.10 0.143
H 0.14 2.34 -5.59 0.113
H -1.71 1.05 -5.16 0.105
H -0.96 0.99 -3.60 0.109
H -1.19 -1.11 -5.77 0.116
H 0.16 -1.29 -4.63 0.085
H 0.19 -3.49 -4.09 0.112
H -0.21 -3.31 -2.40 0.102
H -1.63 -5.54 -2.86 0.087
H 0.10 -5.54 -2.52 0.082
H -0.48 -5.67 -4.20 -0.019
H -2.49 -2.78 -1.33 0.118
H -2.89 -1.20 -0.69 0.125
H -0.19 -1.43 -0.04 0.050
H -0.84 -3.10 0.19 0.082
H -1.56 -1.73 1.00 -0.044
H 0.84 -0.05 -2.83 0.145
Br 3.57 1.84 7.87 0.641
C 2.67 1.65 6.16 -0.698
C 1.18 1.54 6.34 -0.679
Br 0.66 -0.23 6.99 0.637
H 3.10 0.78 5.67 0.051
H 2.92 2.55 5.60 0.056
H 0.66 1.66 5.39 0.035
H 0.78 2.26 7.06 0.055
Br -1.59 -0.35 3.03 0.705
C -3.13 -0.34 4.23 -0.638
C -3.47 -1.73 4.69 -0.721
Br -4.37 -2.75 3.30 0.614
H -3.94 0.14 3.70 0.055
H -2.83 0.28 5.07 0.060
H -4.17 -1.69 5.52 0.064
H -2.59 -2.30 4.98 -0.078
Br -7.97 2.52 -5.22 0.640
C -7.31 0.71 -5.53 -0.671
C -5.84 0.60 -5.22 -0.692
Br -4.76 1.38 -6.64 0.594
H -7.55 0.46 -6.56 0.051
H -7.88 0.08 -4.86 0.062
H -5.53 -0.45 -5.18 0.047
H -5.55 1.09 -4.30 0.024
Br -2.86 -4.71 7.58 0.627
C -0.96 -5.08 7.35 -0.686
C -0.23 -3.89 6.81 -0.684
Br -0.57 -3.66 4.90 0.672
H -0.89 -5.96 6.71 0.052
H -0.59 -5.33 8.35 0.061
H 0.85 -4.02 6.89 0.062
H -0.52 -2.96 7.29 0.011
Br -1.28 -6.88 -6.55 0.654
C 0.17 -7.90 -7.34 -0.686
C 1.14 -8.39 -6.30 -0.687
Br 2.29 -6.95 -5.67 0.600
H 0.64 -7.26 -8.09 0.050
H -0.31 -8.74 -7.84 0.060
H 1.81 -9.13 -6.72 0.060
H 0.64 -8.79 -5.42 0.053
Br -0.33 2.18 11.14 0.596
C 1.50 1.53 11.25 -0.717
C 1.68 0.54 12.37 -0.701
Br 1.73 1.42 14.11 0.610
H 2.14 2.41 11.36 0.050
H 1.70 1.06 10.29 0.011
H 2.63 0.03 12.28 0.057
H 0.88 -0.19 12.42 0.050
Br -6.42 2.88 -0.09 0.604
C -6.05 4.45 -1.19 -0.692
C -5.72 4.07 -2.61 -0.700
Br -3.90 3.37 -2.74 0.583
H -5.26 5.00 -0.70 0.048
H -6.97 5.04 -1.17 0.061
H -5.74 4.94 -3.25 0.064
H -6.37 3.31 -3.01 -0.022
```

Charge   +1
Gap between HOMO and LUMO   0.28956 Eh

---

[2]
C32H54Cl12INO3PS | ωB97M-V with the def2-TZVPD basis set

```
105
Properties=species:S:1:pos:R:3:lowdin_charge:R:1
C -1.09 -4.61 6.73 -0.117
C -1.32 -5.45 5.87 -0.166
C -1.36 -6.14 4.45 -0.223
C -2.03 -5.23 3.34 -0.176
C -1.53 -3.72 3.31 -0.167
C -0.77 -3.31 2.00 -0.140
C 0.72 -3.60 1.96 -0.510
I 1.74 -4.57 3.59 1.044
C 1.51 -3.18 0.76 -0.327
P 3.35 -3.56 0.76 0.349
S 3.59 -5.50 0.58 0.121
C 0.82 -2.49 -0.38 -0.109
C 1.57 -1.97 -1.69 -0.126
C 2.38 -3.10 -2.45 -0.174
C 3.81 -2.66 -2.98 -0.096
C 3.93 -1.14 -3.37 -0.430
O 3.21 -0.74 -4.27 0.104
O 4.82 -0.22 -2.80 -0.019
C 4.79 -0.20 -1.36 -0.244
C 4.22 1.14 -0.73 -0.069
C -0.65 -2.29 -0.24 0.058
N -1.36 -2.69 0.90 -0.012
C -2.83 -2.41 0.88 -0.085
C -3.20 -0.92 1.29 -0.180
O -2.38 0.07 0.67 -0.176
C -1.35 0.58 1.55 -0.260
C -1.52 2.16 1.62 -0.063
H -0.63 -3.98 7.54 0.058
H -0.35 -6.56 4.18 0.056
H -2.06 -7.03 4.60 0.116
H -3.14 -5.20 3.58 0.125
H -1.92 -5.71 2.33 0.124
H -0.88 -3.42 4.18 0.080
H -2.45 -3.05 3.37 0.109
H 3.96 -3.09 1.96 -0.020
H 4.02 -2.97 -0.35 -0.045
H 0.73 -1.65 -2.38 0.128
H 2.18 -1.09 -1.34 0.110
H 2.53 -4.03 -1.81 0.074
H 1.78 -3.43 -3.36 0.131
H 4.66 -2.91 -2.26 0.108
H 4.05 -3.26 -3.92 0.142
H 5.87 -0.29 -1.01 0.139
H 4.24 -1.06 -0.88 0.061
H 5.03 1.93 -0.70 0.091
H 4.00 0.91 0.36 0.084
H 3.27 1.51 -1.21 0.046
H -1.19 -1.79 -1.10 0.159
H -3.22 -2.63 -0.16 0.148
H -3.39 -3.11 1.57 0.136
H -4.26 -0.75 0.91 0.147
H -3.27 -0.81 2.42 0.135
H -1.34 0.12 2.58 0.118
H -0.33 0.34 1.09 0.113
H -1.89 2.50 0.60 0.092
H -0.54 2.67 1.83 0.084
H -2.30 2.37 2.40 0.083
Cl -2.63 -5.30 8.48 0.672
C -3.77 -4.07 9.10 -0.606
C -4.90 -4.69 9.89 -0.645
Cl -6.01 -5.62 8.86 0.570
H -4.13 -3.49 8.25 0.074
H -3.19 -3.40 9.74 0.079
H -5.49 -3.90 10.36 0.078
H -4.53 -5.35 10.67 0.072
Cl 1.56 3.73 -2.16 0.529
C 1.97 3.48 -3.88 -0.645
C 3.21 4.24 -4.28 -0.646
Cl 2.95 6.00 -4.29 0.561
H 1.11 3.77 -4.48 0.070
H 2.13 2.41 -4.01 0.065
H 3.51 3.96 -5.29 0.043
H 4.05 4.03 -3.61 0.069
Cl -0.09 7.37 -9.63 0.523
C 1.13 7.44 -8.33 -0.674
C 0.59 6.93 -7.01 -0.682
Cl -0.64 8.02 -6.32 0.531
H 1.48 8.47 -8.25 0.073
H 1.97 6.83 -8.65 -0.007
H 1.40 6.87 -6.28 -0.003
H 0.15 5.94 -7.12 0.069
Cl 2.87 9.41 -4.41 0.525
C 2.59 9.96 -2.74 -0.655
C 3.82 10.62 -2.14 -0.665
Cl 5.14 9.45 -1.86 0.532
H 2.27 9.10 -2.15 0.069
H 1.77 10.67 -2.77 0.074
H 3.57 11.05 -1.17 0.072
H 4.20 11.41 -2.79 0.069
Cl -11.24 -6.43 11.14 0.541
C -10.80 -6.68 9.43 -0.667
C -9.52 -5.95 9.06 -0.701
Cl -9.74 -4.18 9.06 0.526
H -11.64 -6.36 8.82 0.069
H -10.66 -7.75 9.30 0.072
H -9.22 -6.23 8.05 0.067
H -8.71 -6.19 9.74 0.032
Cl 3.90 4.97 -8.13 0.578
C 4.19 4.02 -9.61 -0.646
C 3.79 4.78 -10.86 -0.650
Cl 2.03 4.99 -10.98 0.558
H 3.65 3.08 -9.52 0.070
H 5.26 3.79 -9.64 0.074
H 4.11 4.22 -11.75 0.074
H 4.26 5.76 -10.90 0.073
```

Charge   +1
Gap between HOMO and LUMO   0.24017 Eh